No. 1
{
  "formula": "C6H6N2OS",
  "method": "wB97M-V/def2-TZVPD",
  "e_tot_ev": -22179.449,
  "e_lumo_ev": 0.52,
  "smiles": "O=C1CCN1c1nccs1",
  "de_lowest_kcal_mol": 47.5,
  "homo_lumo_gap_ev": 9.761,
  "elements": ["C", "C", "C", "C", "C", "C", "N", "N", "O", "S", "H", "H", "H", "H", "H", "H"],
  "coordinates": [[-0.633351, -2.715935, -1.374197], [-1.879965, -2.699767, -0.879180], [-0.507233, -0.789602, -0.280055], [1.573434, 1.051584, -0.039950], [1.313296, 2.302477, 0.773448], [-0.090195, 1.814111, 1.061078], [0.204254, -1.628097, -0.959139], [0.303058, 0.616466, 0.282705], [2.466374, 0.609273, -0.693415], [-2.104381, -1.240486, 0.014270], [-0.052752, -3.503222, -1.934194], [-2.802813, -3.331991, -0.814186], [2.113859, 2.429301, 1.635674], [1.200682, 3.317465, 0.265887], [-0.105784, 1.447470, 2.046613], [-0.998482, 2.320954, 0.894641]],
  "atomic_forces_ev_per_a": [[2.8, -0.2, 0.1], [-1.7, 0.1, 0.7], [3.7, 2.9, 0.7], [-0.6, 0.0, -0.6], [1.6, 3.5, 0.9], [1.5, -2.7, 1.2], [-1.6, -0.4, -0.5], [-3.0, -4.0, -2.4], [0.3, -0.1, 0.1], [-0.8, 0.6, 0.6], [-1.3, 0.9, 0.6], [1.5, 0.2, -0.7], [-2.0, -0.3, -1.5], [0.9, -1.5, 0.1], [-0.5, 0.0, 1.7], [-0.7, 0.9, -1.1]]
}

No. 2
{
  "formula": "C6H6N4O",
  "method": "wB97M-V/def2-TZVPD",
  "e_tot_ev": -14321.969,
  "e_lumo_ev": -0.07,
  "de_lowest_kcal_mol": 127.9,
  "homo_lumo_gap_ev": 9.524,
  "elements": ["C", "C", "C", "C", "C", "C", "H", "H", "H", "H", "H", "H", "N", "N", "N", "N", "O"],
  "coordinates": [[-1.081836, 2.123575, 0.003299], [-0.825853, 0.778408, -0.048035], [-1.665381, -0.181775, -0.295079], [-1.516035, -1.636081, -0.124553], [0.707178, -0.981138, 0.146948], [3.137764, -0.824827, -0.204999], [-1.322509, 2.464733, -1.166676], [-2.105714, 2.677823, 0.795857], [-0.081738, 2.955867, 0.474496], [-2.677975, -0.058289, -0.389300], [2.146767, -2.584802, 0.886355], [1.355238, 0.948954, 0.312074], [-0.100424, -1.990878, 0.029525], [2.011045, -1.530863, 0.106603], [3.922286, -0.065567, -0.383858], [0.498102, 0.347711, 0.047318], [-2.400915, -2.442855, -0.189978]],
  "atomic_forces_ev_per_a": [[-1.5, 10.3, 0.4], [2.8, -3.0, 0.5], [-2.0, -2.7, 0.4], [3.5, 0.3, -0.3], [0.4, -3.1, -1.5], [-6.4, -4.3, 2.3], [0.6, -0.3, 3.3], [3.1, -2.4, -2.7], [-3.0, -3.0, -1.8], [-2.4, 1.4, -0.4], [-0.7, 4.6, -3.6], [-2.3, -0.9, -0.7], [-2.7, 1.2, 0.6], [2.8, -3.0, 3.2], [5.1, 4.3, -1.5], [2.8, 0.8, 1.5], [-0.1, 0.0, 0.2]]
}